{
  "formula": "C9H14S",
  "method": "ωB97M-V/def2-TZVPD",
  "largest_force_ha_per_bohr": 0.09970,
  "gap_ev": 9.7,
  "spin_multiplicity": 1,
  "homo_ev": -8.872,
  "smiles": "Cc1ccccc1.CCS",
  "de_lowest_kj_mol": 187.6,
  "symbols": ["C", "C", "C", "H", "H", "C", "H", "H", "H", "H", "C", "H", "H", "H", "H", "H", "H", "C", "C", "H", "S", "C", "H", "C"],
  "xyz": [[-0.328, -1.801, 1.908], [1.640, 0.300, -3.666], [-1.658, 0.163, 1.386], [2.000, 0.626, -4.689], [0.023, -2.839, 1.768], [-1.381, -1.200, 1.199], [0.672, 0.614, -3.589], [0.915, -2.182, -3.494], [2.183, 1.904, -2.262], [0.944, 0.970, 3.408], [2.450, 0.863, -2.488], [-3.837, 0.465, 1.810], [3.632, 0.864, -2.588], [-2.100, -1.803, 0.685], [-3.434, 0.683, 0.175], [-0.947, 2.056, 2.254], [1.073, -1.315, 3.525], [0.540, -0.952, 2.679], [-0.789, 1.017, 2.116], [-2.972, 1.799, 1.286], [1.965, -1.476, -3.698], [0.243, 0.373, 2.729], [2.169, 0.214, -1.625], [-3.001, 0.657, 1.170]]
}